8
Properties=species:S:1:pos:R:3:lowdin_charge:R:1 method="wB97M-V/def2-TZVPD" energy_ha=-1073.7074 homo_ev=-8.90 gap_ev=7.97 lumo_energy_ha=-0.034 de_lowest_ev=0.089
F 0.76 -0.26 -2.26 0.029
C 0.08 0.25 -1.22 -0.783
Cl -0.77 1.64 -1.54 0.808
C 0.18 -0.43 -0.09 -0.196
C -0.24 0.00 1.23 -0.685
S 0.24 -0.61 2.66 0.667
H 0.68 -1.41 -0.14 0.125
H -0.93 0.82 1.36 0.035